This record from OMol25 describes a gas-phase ion, C2H7O2P2S (charge -1) in a non-equilibrium geometry. The level of theory is the ωB97M-V functional and the def2-TZVPD basis.

The geometry in XYZ format:
```
14
C2H7O2P2S (the ωB97M-V functional and the def2-TZVPD basis)
C 1.83 0.23 -0.52
C 0.90 -0.12 0.62
O -0.97 1.25 -1.52
O -1.43 1.44 1.26
P -2.19 -1.20 -0.04
P -0.97 0.42 0.34
S 0.96 -2.02 0.81
H 1.31 -0.07 -1.41
H 2.70 -0.40 -0.53
H 2.00 1.36 -0.53
H 1.03 0.28 1.58
H -2.46 -1.10 1.42
H -1.01 -1.95 0.04
H -1.70 1.87 -1.54
```

Computed properties:
charge: -1
LUMO: 3.800 eV
molar mass: 157.09 Da
gap between HOMO and LUMO: 7.2 eV
SMILES string: C[C@H]([S-])[P@@](=O)(O)P
relative energy (zero: lowest compared OMol25 entry of this formula, charge and spin): 1.722 eV

This record from OMol25 describes 2 unconnected molecules or ions with the total composition CH6NOS in a non-equilibrium geometry. The level of theory is the ωB97M-V functional and the def2-TZVPD basis.

The geometry in XYZ format:
```
10
CH6NOS (the ωB97M-V functional and the def2-TZVPD basis)
C 0.99 -0.25 -0.44
N 0.99 0.95 0.02
O 1.62 -1.24 0.04
S -2.12 -0.30 -0.04
H 0.40 -0.49 -1.33
H -2.69 -0.33 1.16
H 0.42 1.68 -0.41
H 1.50 1.23 0.85
H 2.17 -1.09 0.84
H -3.27 -0.15 -0.67
```

Computed properties:
charge: +1
LUMO: -4.317 eV
molar mass: 80.13 Da
gap between HOMO and LUMO: 9.4 eV
relative energy (zero: lowest compared OMol25 entry of this formula, charge and spin): 0.000 eV

This record from OMol25 describes a gas-phase ion, C2H4NOS2 (charge -1) in a non-equilibrium geometry. The level of theory is the ωB97M-V functional and the def2-TZVPD basis.

The geometry in XYZ format:
```
10
C2H4NOS2 (the ωB97M-V functional and the def2-TZVPD basis)
C -0.22 0.46 -0.64
C -0.46 0.29 0.85
N 1.08 -0.20 -1.12
O 2.11 0.19 -0.48
S -0.49 -1.53 1.18
S 0.48 -2.15 -0.56
H -1.14 0.12 -1.31
H -0.22 1.66 -0.71
H 0.36 0.54 1.54
H -1.50 0.61 1.24
```

Computed properties:
charge: -1
LUMO: 3.651 eV
molar mass: 122.19 Da
gap between HOMO and LUMO: 6.4 eV
SMILES string: [O-]N1CCSS1
relative energy (zero: lowest compared OMol25 entry of this formula, charge and spin): 3.032 eV

This record from OMol25 describes a molecular structure, C10H22HgN2O8 in a non-equilibrium geometry. The level of theory is the ωB97M-V functional and the def2-TZVPD basis.

The geometry in XYZ format:
```
43
C10H22HgN2O8 (the ωB97M-V functional and the def2-TZVPD basis)
Hg 0.93 -0.84 -1.05
C -0.40 -3.73 -3.11
O -0.72 -2.55 -3.21
O -0.01 -4.37 -4.08
O 0.00 -4.05 -2.02
C 4.47 -2.52 -0.91
O 4.88 -3.65 -1.05
O 3.82 -2.14 0.07
O 3.93 -2.22 -1.97
C -2.57 -2.65 2.37
C -2.28 -1.18 2.61
C -2.75 -0.73 4.03
O -2.11 -1.67 4.92
C -1.11 -1.14 5.76
N -0.81 -1.00 2.47
H -3.63 -2.89 2.25
H -2.16 -3.24 3.19
H -2.19 -3.07 1.44
H -2.89 -0.69 1.85
H -3.81 -0.93 4.11
H -2.57 0.34 4.18
H -1.34 -0.18 6.22
H -0.27 -1.01 5.08
H -0.88 -1.82 6.58
H -0.59 -0.17 3.00
H -0.47 -1.67 3.14
C -0.80 3.28 -4.03
C 0.16 2.48 -3.14
C 1.53 3.20 -2.85
O 2.14 2.43 -1.87
C 3.43 2.99 -1.49
N -0.59 2.01 -1.93
H -1.87 3.06 -4.00
H -0.41 3.10 -5.03
H -0.80 4.31 -3.68
H 0.51 1.62 -3.70
H 1.32 4.25 -2.64
H 2.16 3.29 -3.73
H 4.21 2.78 -2.22
H 3.67 2.53 -0.54
H 3.27 4.07 -1.44
H -0.94 2.78 -1.38
H -1.47 1.60 -2.22
```

Computed properties:
charge: -2
LUMO: 3.683 eV
molar mass: 498.88 Da
gap between HOMO and LUMO: 2.8 eV
relative energy (zero: lowest compared OMol25 entry of this formula, charge and spin): 0.000 eV

This record from OMol25 describes 2 unconnected molecules or ions with the total composition C5H10N in a non-equilibrium geometry. The level of theory is the ωB97M-V functional and the def2-TZVPD basis.

The geometry in XYZ format:
```
16
C5H10N (the ωB97M-V functional and the def2-TZVPD basis)
C 0.49 -1.82 0.13
C 1.05 -1.50 -1.06
C 0.16 -0.59 -0.46
C -1.88 0.50 0.65
C -0.92 0.36 -0.53
N 1.66 0.89 0.28
H 0.26 -2.33 1.06
H 1.60 -1.75 -1.96
H -1.93 -0.51 1.19
H -2.81 1.06 0.18
H -1.37 1.13 1.42
H -0.43 1.34 -0.81
H -1.47 -0.04 -1.44
H 2.44 0.88 -0.21
H 1.78 0.56 1.24
H 1.35 1.82 0.33
```

Computed properties:
charge: +1
LUMO: -4.021 eV
molar mass: 84.14 Da
gap between HOMO and LUMO: 11.0 eV
relative energy (zero: lowest compared OMol25 entry of this formula, charge and spin): 3.287 eV

This record from OMol25 describes 2 unconnected molecules or ions with the total composition C4H12N3 in a non-equilibrium geometry. The level of theory is the ωB97M-V functional and the def2-TZVPD basis.

The geometry in XYZ format:
```
19
C4H12N3 (the ωB97M-V functional and the def2-TZVPD basis)
C 0.25 0.86 -0.70
C 0.46 -0.67 -0.53
C 1.94 -1.05 -0.08
N -2.67 0.60 0.08
C -3.44 -0.26 0.92
N 2.33 -0.31 1.13
N 1.47 1.54 -1.02
H -0.65 1.12 -1.27
H -0.19 1.28 0.21
H 0.42 -1.15 -1.49
H -0.23 -1.08 0.20
H 2.62 -0.67 -0.84
H 1.90 -2.13 0.10
H 1.30 2.39 -1.55
H -3.70 0.82 -0.17
H -3.60 -1.30 0.64
H 2.54 0.62 0.81
H -3.83 0.06 1.88
H 3.10 -0.67 1.68
```

Computed properties:
2S+1: 2
⟨S²⟩: 0.755
LUMO (spin up / spin down): -0.773 / -0.772 eV
molar mass: 102.16 Da
gap between HOMO and LUMO (spin up / spin down): 7.6 / 7.6 eV
relative energy (zero: lowest compared OMol25 entry of this formula, charge and spin): 4.834 eV

This record from OMol25 describes a single C26H22N2O6S molecule in a non-equilibrium geometry. The level of theory is the ωB97M-V functional and the def2-TZVPD basis.

The geometry in XYZ format:
```
57
C26H22N2O6S (the ωB97M-V functional and the def2-TZVPD basis)
C -0.20 2.34 -2.87
H 0.87 2.32 -2.64
O -0.94 1.58 -1.94
C -0.69 0.23 -1.86
C 0.26 -0.41 -2.63
C 0.48 -1.79 -2.54
C -0.31 -2.54 -1.67
C -1.25 -1.90 -0.88
C -1.43 -0.52 -0.93
O -2.35 -0.04 -0.05
C -2.30 1.31 0.36
C -2.91 1.45 1.73
C -2.63 2.58 2.49
C -3.19 2.74 3.74
C -4.04 1.76 4.26
C -4.33 0.63 3.50
C -3.77 0.48 2.24
H -3.98 -0.39 1.64
H -4.98 -0.13 3.89
C -4.62 1.96 5.60
O -4.40 2.91 6.31
O -5.43 0.96 5.99
H -5.77 1.15 6.88
H -2.98 3.61 4.35
H -1.97 3.34 2.10
H -1.27 1.67 0.39
H -2.85 1.95 -0.35
H -1.86 -2.46 -0.19
H -0.17 -3.60 -1.59
C 1.63 -2.38 -3.17
N 2.42 -1.68 -3.90
N 3.65 -2.19 -4.17
H 4.22 -1.52 -4.68
S 4.53 -2.87 -2.87
O 5.87 -2.43 -3.08
O 4.27 -4.27 -2.78
C 3.77 -2.05 -1.45
C 3.69 -0.69 -1.42
C 2.88 -0.06 -0.45
C 2.70 1.34 -0.42
C 1.86 1.91 0.49
C 1.17 1.12 1.42
C 1.33 -0.24 1.42
C 2.18 -0.87 0.49
C 2.36 -2.27 0.47
C 3.13 -2.85 -0.49
H 3.25 -3.92 -0.57
H 1.84 -2.87 1.20
H 0.79 -0.85 2.13
H 0.52 1.59 2.14
H 1.72 2.98 0.50
H 3.24 1.94 -1.13
H 4.20 -0.10 -2.16
H 1.89 -3.40 -2.87
H 0.87 0.13 -3.33
H -0.58 3.36 -2.77
H -0.36 1.99 -3.89
```

Computed properties:
LUMO: -0.388 eV
molar mass: 490.54 Da
gap between HOMO and LUMO: 7.7 eV
SMILES string: COc1cc(/C=N/NS(=O)(=O)c2ccc3ccccc3c2)ccc1OCc1ccc(C(=O)O)cc1
relative energy (zero: lowest compared OMol25 entry of this formula, charge and spin): 2.701 eV

This record from OMol25 describes 2 unconnected molecules or ions with the total composition C14H20N in a non-equilibrium geometry. The level of theory is the ωB97M-V functional and the def2-TZVPD basis.

The geometry in XYZ format:
```
35
C14H20N (the ωB97M-V functional and the def2-TZVPD basis)
C 2.20 3.31 -0.61
C 2.75 2.07 0.08
C 4.05 1.67 -0.63
C 3.09 2.44 1.52
N 1.81 0.98 0.04
C 1.29 -0.09 -0.05
H 1.31 3.69 -0.10
H 2.97 4.09 -0.57
H 1.97 3.12 -1.66
H 4.50 0.80 -0.15
H 3.86 1.44 -1.68
H 4.75 2.50 -0.57
H 3.51 1.59 2.07
H 3.84 3.24 1.51
H 2.21 2.81 2.05
C -0.71 -2.79 1.49
C -0.99 -2.15 0.18
C 0.02 -2.37 -0.87
C -2.26 -1.58 -0.08
C -2.55 -0.89 -1.30
C -3.80 -0.34 -1.54
C -4.83 -0.45 -0.59
C -4.58 -1.13 0.61
C -3.33 -1.69 0.87
H -1.16 -2.25 2.33
H -1.09 -3.83 1.53
H 0.37 -2.85 1.67
H -0.15 -1.76 -1.76
H 1.02 -2.08 -0.49
H 0.05 -3.42 -1.17
H -1.77 -0.78 -2.05
H -3.98 0.18 -2.48
H -5.81 -0.02 -0.78
H -5.37 -1.23 1.36
H -3.16 -2.22 1.81
```

Computed properties:
charge: +1
LUMO: -5.585 eV
molar mass: 202.32 Da
gap between HOMO and LUMO: 8.1 eV
relative energy (zero: lowest compared OMol25 entry of this formula, charge and spin): 2.349 eV

This record from OMol25 describes a single C5H9N3 molecule in a non-equilibrium geometry. The level of theory is the ωB97M-V functional and the def2-TZVPD basis.

The geometry in XYZ format:
```
17
C5H9N3 (the ωB97M-V functional and the def2-TZVPD basis)
N -0.78 0.81 0.01
C -0.43 -0.67 -0.77
C 0.84 -0.51 -0.25
N -1.69 0.82 1.12
N 2.00 -1.28 -0.37
C -1.27 -1.33 -1.58
C 1.32 1.72 1.02
C 0.66 0.76 0.36
H -1.02 1.60 -0.59
H -2.58 0.45 0.78
H -1.33 0.15 1.79
H 1.81 -2.20 -0.75
H 2.51 -1.36 0.50
H -2.34 -1.30 -1.44
H -0.89 -1.90 -2.41
H 0.81 2.57 1.44
H 2.40 1.67 1.13
```

Computed properties:
LUMO: 0.850 eV
molar mass: 111.15 Da
gap between HOMO and LUMO: 6.9 eV
relative energy (zero: lowest compared OMol25 entry of this formula, charge and spin): 4.993 eV

- Which value of molar mass does entry 2 give?
  80.13 Da

- What is the relative energy (zero: lowest compared OMol25 entry of this formula, charge and spin) in the ninth record?
  4.993 eV

- Which of these has the highest molar mass?
  C10H22HgN2O8